P) Here is a cluster of 5 separate species, C9H28O5 in total from OMol25. Energies are from wB97M-V/def2-TZVPD.

Element x y z (Å)
O -0.79514 -0.18103 0.18021
O -2.89869 -0.66061 1.98360
O -3.26583 2.03222 2.56841
O 1.25042 -2.18438 -2.77830
O 4.32306 0.76674 1.36307
C -2.92290 -1.48761 3.15638
C -1.86204 -2.54625 3.01790
C 1.39384 -1.10416 -4.97115
C 4.88491 1.14902 0.09979
C 3.83991 1.19460 -1.00663
C 0.20830 -1.16805 0.15764
C 2.13575 -1.73004 -3.79800
C -3.70596 2.94256 1.55705
C -3.13395 2.52068 0.22489
H 4.36452 1.10437 -1.96290
H 0.48929 -1.59657 -2.73836
H -2.72200 -0.87092 4.03671
H -2.05124 2.61245 0.21422
H -3.11022 0.25058 2.23732
H -2.01682 -3.10377 2.09097
H -0.13360 -2.14011 -0.22525
H -0.86530 -2.11098 3.03661
H -4.79914 2.97907 1.53023
H -3.59499 3.12834 -0.55560
H -1.91694 -3.28904 3.82002
H 3.17954 0.32929 -0.94364
H 2.08101 -0.80992 -5.76396
H -3.30755 2.45025 3.43079
H 0.59086 -1.38636 1.16691
H 2.74201 -2.58152 -4.10093
H 3.28438 2.12767 -0.97784
H -1.44205 -0.39805 0.87094
H 2.81725 -0.97567 -3.37778
H 1.04615 -0.83407 -0.44560
H 0.68606 -1.81805 -5.40202
H -3.36156 3.95372 1.80462
H 5.67388 0.43807 -0.13219
H 0.82297 -0.23816 -4.63143
H -3.91343 -1.93819 3.23684
H -3.37376 1.47666 0.01285
H 5.34452 2.14133 0.18431
H 4.03450 1.55588 1.82932

Computed properties:
SMILES string: CCO.CCO.CCO.CCO.CO
HOMO energy, eV: -9.39

Löwdin population analysis, charges in e, atoms 1 to 5:
1. O -0.132
2. O -0.115
3. O -0.092
4. O -0.091
5. O -0.085


Q) Here is a cluster of 5 separate species, C9H28O5 in total from OMol25. Energies are from wB97M-V/def2-TZVPD.

Element x y z (Å)
O -2.15777 2.90089 0.52276
O -0.84621 0.40935 -0.59299
O -0.72170 -1.32402 1.70340
O 2.28752 -0.38745 -1.15526
O 1.46468 0.34273 1.30903
C -0.90094 -2.51745 0.92422
C -0.51839 4.49294 -0.20537
C 3.54601 -2.04039 -2.21121
C -0.87802 4.07964 2.27567
C -0.60843 -3.72343 1.81279
C 1.01268 -1.88918 -2.69729
C 2.36394 -1.12633 -2.39171
C -1.56484 4.12388 0.89184
C -2.30997 -2.47784 0.40030
H -2.59342 -3.25794 -0.28703
H -0.30076 5.56866 -0.09601
H -0.11190 0.69148 -0.05706
H -0.65129 -4.66702 1.25129
H -1.27973 -0.63527 1.33301
H 0.42927 -3.69318 2.25368
H -1.41287 1.15926 -0.74337
H -0.19488 -2.53041 0.11317
H -0.53181 5.06991 2.56666
H 0.21285 -1.34356 -2.21292
H 2.63723 -0.42956 -3.17730
H 3.66223 -2.58208 -3.18282
H 0.98043 -0.33238 1.80178
H -2.34124 4.89327 0.94848
H 3.38622 -2.77770 -1.42402
H -2.95061 -2.57553 1.23162
H 0.36893 3.87570 0.07341
H -2.96038 2.82362 1.02579
H 2.20283 -0.01519 0.82150
H -0.75136 4.29759 -1.31283
H 1.00816 -2.87873 -2.36801
H 4.37476 -1.38083 -2.09010
H -2.35703 -1.48387 -0.14525
H -1.66050 3.77671 2.99717
H 1.39579 0.02347 -1.14035
H -1.25998 -3.76104 2.66711
H 0.71764 -1.92199 -3.74734
H -0.18717 3.22329 2.31357

Computed properties:
SMILES string: CC(C)O.CC(C)O.CC(C)O.O.O
HOMO energy, eV: -10.04

Löwdin population analysis, charges in e, atoms 1 to 5:
1. O -0.055
2. O -0.038
3. O -0.081
4. O -0.092
5. O -0.060


R) Here is a structure of composition C9H28O5 from OMol25. Energies are from wB97M-V/def2-TZVPD.

Element x y z (Å)
O -0.53264 -1.31182 -0.67341
O -1.98102 3.50201 1.03741
O -0.30204 -1.69849 2.74143
O 1.03474 -0.56678 -1.22525
O 1.81199 3.65365 -1.22468
C -1.62299 1.12329 0.81763
C -1.37465 -3.48486 -0.96575
C -1.09474 2.47381 1.44787
C 0.76313 -2.76660 -2.02061
C 0.75542 -1.59613 1.81270
C 1.84829 2.30759 -0.79185
C 0.32652 2.85961 0.90983
C -0.60847 -2.33911 -1.61097
C 0.36043 0.38531 -0.41536
H -0.34435 0.97771 -0.99883
H 0.55800 -2.30313 1.00692
H -1.01480 0.25341 1.06569
H -1.48404 -4.30585 -1.67435
H 1.32852 -3.32114 -1.27167
H 2.31475 4.28540 -0.70531
H 0.67361 3.75160 1.43134
H 1.04234 2.07744 1.16262
H 0.29058 3.09274 -0.15434
H -1.19758 -1.96836 -2.44977
H 0.71930 -3.38565 -2.91670
H 1.00683 1.83342 -1.29704
H 1.40720 -1.90717 -2.20677
H 2.76967 1.78572 -1.05035
H -0.76077 -3.77915 -0.11449
H 1.76348 -1.73182 2.20446
H 1.01116 1.05245 0.14996
H -0.19902 -0.19050 0.32190
H 0.40128 -1.28747 -1.25589
H -1.32674 -1.35973 -0.13608
H -0.18247 -2.57037 3.12501
H -2.65609 0.85261 1.03565
H -2.82147 3.49026 1.50119
H -1.13597 2.47623 2.53709
H 1.65807 2.20991 0.27697
H 0.78014 -0.56932 1.44778
H -2.34898 -3.15833 -0.60221
H -1.63668 1.15761 -0.27174

Computed properties:
HOMO energy, eV: -8.90

Löwdin population analysis, charges in e, atoms 1 to 5:
1. O -0.182
2. O -0.053
3. O -0.091
4. O -0.102
5. O -0.094


Last place for stability: R)


P) Here is an isolated molecule of C9H18N2O3 from OMol25. Energies are from wB97M-V/def2-TZVPD.

Element x y z (Å)
O 0.76870 2.45868 -0.57420
O -1.69703 -1.02555 1.28917
O 2.22440 2.13075 1.04922
N -0.50875 0.16890 -0.28458
N -3.90597 -1.09724 -0.33189
C 1.15036 -2.09034 0.79509
C 3.67993 -1.51676 -1.06357
C -2.84096 -0.19967 -0.62913
C 1.76339 -0.73173 0.41168
C 0.68257 0.39556 0.55372
C 1.29939 1.75377 0.40356
C -1.63279 -0.38702 0.25421
C 2.34176 -0.68794 -0.97621
C -3.38294 1.20705 -0.45454
H 4.36526 -1.36495 -0.19552
H -3.86627 -1.89196 -0.89762
H 2.48802 0.32571 -1.28695
H 4.23625 -1.26181 -1.98847
H 1.90127 -2.94444 0.73308
H -2.55994 1.93212 -0.71081
H -3.82270 -1.44107 0.64135
H 3.52958 -2.56993 -1.06000
H -4.25214 1.32747 -1.07974
H 0.31427 -2.33059 0.10518
H 1.65840 -1.05344 -1.79243
H 2.49181 -0.53884 1.17968
H 1.18958 3.31992 -0.52528
H 0.38974 0.32307 1.65108
H -0.60980 0.72682 -1.13293
H -2.45215 -0.34624 -1.66136
H 0.82272 -2.06475 1.86191
H -3.65356 1.38288 0.59167

Computed properties:
SMILES string: CC[C@H](C)[C@H](NC(=O)[C@H](C)N)C(=O)O
HOMO energy, eV: -9.40

Löwdin population analysis, charges in e, atoms 1 to 5:
1. O 0.136
2. O 0.069
3. O 0.142
4. N 0.127
5. N 0.052


Q) Here is an isolated molecule of C9H18N2O3 from OMol25. Energies are from wB97M-V/def2-TZVPD.

Element x y z (Å)
O -1.96740 1.31191 0.70107
O 1.65132 2.41041 -1.98408
O -0.57581 3.00324 -1.80649
N -1.22347 0.67115 -1.37004
N 0.74719 1.49042 1.24550
C 0.14514 0.25097 0.69040
C -1.26968 -1.81785 1.06108
C 0.27297 2.22126 -2.11209
C -1.07324 0.81375 -0.00554
C -0.44609 -0.72456 1.68226
C -0.51660 0.37703 -3.70351
C 0.62298 -1.24189 2.71791
C 1.44876 -2.25672 2.02364
C -0.12210 0.73802 -2.30844
H 1.65722 1.27597 1.64960
H 1.77520 3.32067 -1.70034
H -0.96979 -0.61312 -3.78257
H 2.10080 -1.63707 1.32682
H -0.81530 -2.31757 0.22871
H -1.22340 1.16191 -4.01254
H 0.75959 0.20339 -2.06835
H -1.88172 1.35032 -1.73417
H 2.10003 -2.61882 2.76885
H 1.19717 -0.38595 3.10271
H -1.13527 -0.14975 2.35378
H -1.43240 -2.56288 1.85197
H -2.26787 -1.51474 0.68355
H 0.94615 -0.11443 -0.03588
H 0.10081 -1.68353 3.55351
H 0.32605 0.34842 -4.44299
H 0.93920 -3.04764 1.41731
H 0.12957 1.73767 2.00838

Computed properties:
SMILES string: CC[C@H](C)[C@H](N)C(=O)N[C@@H](C)C(=O)O
HOMO energy, eV: -9.36

Löwdin population analysis, charges in e, atoms 1 to 5:
1. O 0.061
2. O 0.094
3. O 0.131
4. N 0.119
5. N 0.077


R) Here is an isolated molecule of C9H18N2O3 from OMol25. Energies are from wB97M-V/def2-TZVPD.

Element x y z (Å)
O 1.60659 -0.22651 -0.45453
O 0.85082 -1.30535 2.66028
O 0.99761 0.94015 2.62143
N -0.22989 0.92377 0.21192
N 2.76462 2.04950 -1.66473
C 0.53097 -0.25034 2.22670
C 0.77531 1.46442 -2.93317
C -1.05158 -1.43440 0.68813
C -2.25091 -2.81110 -0.94683
C -3.22163 -0.54352 -0.38144
C 0.92076 0.79257 -0.50805
C -1.94463 -1.38164 -0.55911
C -0.59424 -0.06725 1.21075
C 1.29769 1.91119 -1.53752
H -3.87861 -1.05499 0.35235
H 3.09771 2.44483 -0.77384
H 0.92670 2.23579 -3.68910
H -3.06550 0.51454 -0.13863
H 0.83345 2.85938 -1.20426
H -2.86298 -3.27233 -0.15116
H -0.13389 -1.99011 0.44541
H -2.68695 -2.91186 -1.94215
H -3.82966 -0.55886 -1.33463
H -1.52895 -1.99663 1.49754
H -0.26538 1.35391 -2.92697
H 3.16795 1.10398 -1.62925
H -1.39287 -0.88697 -1.36498
H -1.26711 -3.38698 -1.00534
H -1.40408 0.47614 1.71723
H -0.86112 1.71108 0.12067
H 1.26102 0.51935 -3.19005
H 1.73657 0.68102 3.21265

Computed properties:
SMILES string: CC(C)C[C@H](NC(=O)[C@H](C)N)C(=O)O
HOMO energy, eV: -9.57

Löwdin population analysis, charges in e, atoms 1 to 5:
1. O 0.070
2. O 0.147
3. O 0.119
4. N 0.108
5. N 0.030


Last place for stability: Q)


P) Here is a cluster of 2 separate species, C2H8BNO3 in total from OMol25. Energies are from wB97M-V/def2-TZVPD.

Element x y z (Å)
O 1.05138 -1.19170 -0.90022
O 0.23047 1.26494 1.23818
O -1.44206 0.99201 -0.50774
N 1.86413 -0.47673 -0.32233
C -2.46717 0.14905 -0.98777
C 2.54366 -0.96878 0.62662
B -0.77641 0.60914 0.60865
H -3.15455 0.67143 -1.70866
H 1.75059 0.52807 -0.40199
H 0.63208 2.08397 0.90276
H -1.11806 -0.39726 1.09946
H 2.62262 -2.04367 0.70629
H 3.30629 -0.30119 1.00623
H -3.03050 -0.17283 0.03098
H -2.01247 -0.74645 -1.39044

Computed properties:
SMILES string: C=[NH+][O-].COBO
HOMO energy (spin up / spin down), eV: -8.93 / -8.93

Löwdin population analysis, charges in e, atoms 1 to 5:
1. O -0.086
2. O 0.122
3. O -0.027
4. N -0.244
5. C -0.095


Q) Here is an isolated molecule of C2H8BNO3 from OMol25. Energies are from wB97M-V/def2-TZVPD.

Element x y z (Å)
O 1.48028 -0.59211 1.70388
O 3.22792 -0.85622 0.09049
O 0.89585 -0.22703 -0.60523
N -2.67305 0.52573 -0.44454
C -1.42016 0.20869 -1.00376
C -0.27953 0.16581 0.01879
B 1.89590 -0.46589 0.35696
H 3.89008 -0.99529 0.79654
H 2.25896 -0.71505 2.27107
H -1.51366 -0.70419 -1.61590
H -0.10743 1.18601 0.38904
H -3.31382 0.72936 -1.17639
H -2.69499 1.33963 0.21106
H -0.47524 -0.55433 0.80487
H -1.17110 0.95489 -1.79687

Computed properties:
SMILES string: NCCOB(O)O
HOMO energy, eV: -8.98

Löwdin population analysis, charges in e, atoms 1 to 5:
1. O 0.122
2. O 0.142
3. O 0.085
4. N -0.025
5. C -0.295


Last place for stability: P)


P) Here is a structure of composition C19H35O3RuSSi from OMol25. Energies are from wB97M-V/def2-TZVPD.

Element x y z (Å)
Ru -0.41174 0.02022 -3.28783
S -0.44089 0.04330 -1.28725
Si -0.28655 -0.02802 1.26303
O 1.12565 0.61672 1.43616
O -1.58403 0.80112 1.47641
O -0.39299 -1.57787 1.43437
C -1.10680 -1.21328 -5.16640
C 2.66776 1.99084 0.19035
C -2.05418 0.56913 3.87247
C 0.47757 -2.76301 1.67712
C -1.79283 0.01932 -5.13313
C -3.31918 2.20394 2.45031
C -0.44654 -3.91323 2.02236
C 2.51581 -0.06542 -5.54195
C -1.06071 1.22515 -5.17949
C 1.83553 1.92426 1.45460
C -3.68202 -0.25154 2.18365
C 0.34642 1.19398 -5.21593
C 0.82360 3.05239 1.48930
C 0.29922 -1.23572 -5.20231
C -2.68039 0.83449 2.51733
C 1.05683 -0.03457 -5.26894
C 1.23049 -3.03951 0.38668
C 2.71376 1.92913 2.69306
C 1.44745 -2.45230 2.79971
H -2.87559 0.03814 -5.18490
H 3.00294 -0.95000 -5.13482
H 1.86280 -2.18338 0.12748
H 3.02761 0.83531 -5.20856
H 2.02392 1.93275 -0.69497
H -4.48356 -0.24086 2.92003
H 0.89500 2.12338 -5.32674
H -3.20520 -1.23379 2.19779
H 3.25835 2.87158 2.73943
H 0.81197 -2.18682 -5.30050
H -3.71279 2.40584 1.45404
H 0.14660 3.00057 0.63031
H 0.13865 -4.82363 2.14312
H -0.97477 -3.71863 2.95557
H 3.43410 1.11170 2.66683
H -1.67046 -2.13720 -5.23745
H 0.91180 -2.20248 3.71689
H 2.05901 -3.33172 2.99717
H 0.22696 3.01386 2.40132
H -2.59764 2.98654 2.68714
H 3.39103 1.17536 0.15922
H -1.58325 -0.41874 3.90507
H 1.86754 -3.91284 0.51372
H -1.30477 1.32604 4.11470
H 2.10478 -1.62050 2.54096
H 0.52649 -3.24004 -0.42600
H 2.62411 -0.11504 -6.63478
H -1.19148 -4.06828 1.24157
H 2.11591 1.82483 3.59854
H -2.82827 0.60261 4.63783
H -4.13391 2.25601 3.17028
H -1.58772 2.16988 -5.25599
H 3.21245 2.93296 0.16098
H -4.11717 -0.08150 1.19745
H 1.34332 4.00855 1.46356

Computed properties:
HOMO energy (spin up / spin down), eV: -18.91 / -18.91
Net charge: +3

Löwdin population analysis, charges in e, atoms 1 to 5:
1. Ru 0.880
2. S 0.700
3. Si 0.096
4. O -0.081
5. O -0.108


Q) Here is a structure of composition C19H35O3RuSSi from OMol25. Energies are from wB97M-V/def2-TZVPD.

Element x y z (Å)
Ru -0.45061 -0.01329 -3.27579
S -0.39028 -0.00294 -1.35322
Si -0.19401 -0.04453 1.55931
O 1.23485 0.58665 1.58874
O -1.49136 0.82062 1.49857
O -0.32829 -1.60321 1.52401
C -2.27121 0.65217 3.79022
C 2.63081 1.94803 0.18597
C -0.30078 -3.97800 1.82911
C 0.22987 1.16574 -5.12079
C 0.60855 -2.77814 1.67484
C -3.31167 2.26229 2.15927
C 1.43067 -2.83408 0.40383
C 1.93054 1.91980 1.52655
C -1.26400 -1.22369 -5.02212
C -1.18060 1.22172 -5.02901
C 1.45548 -2.53943 2.90703
C 0.90493 3.02159 1.67447
C 0.92241 -0.07527 -5.20852
C -1.93514 0.02356 -4.96589
C -3.67760 -0.21302 1.88581
C 2.91460 1.89442 2.67963
C 0.14585 -1.26510 -5.11316
C -2.75281 0.87590 2.37305
C 2.38919 -0.12711 -5.45798
H 1.40748 3.98585 1.60396
H 2.11458 -3.68117 0.44524
H 3.46926 2.83288 2.68995
H -3.12265 0.70248 4.46964
H -2.61088 3.02948 2.48609
H 0.14625 2.98031 0.88814
H -1.69040 2.17830 -5.00865
H -1.55791 1.41770 4.09991
H 2.39607 1.79577 3.63273
H -3.01647 0.06096 -4.90446
H 2.90300 0.76545 -5.10724
H 0.83332 -2.43448 3.79644
H 0.78680 -2.97198 -0.46927
H -1.82373 -0.34082 3.91050
H 3.17682 2.88525 0.08280
H 3.62468 1.07569 2.57113
H -1.83980 -2.14208 -5.00005
H -4.58804 -0.19745 2.48489
H -4.22460 2.36115 2.74659
H 2.03452 -1.92875 0.28729
H -3.22584 -1.20111 1.98832
H 2.50974 -0.17255 -6.54787
H 2.10616 -3.40031 3.06093
H -0.97626 -4.07082 0.97880
H 2.08681 -1.65584 2.80004
H 0.79128 2.09196 -5.17741
H 0.64334 -2.22758 -5.16348
H -3.96330 -0.05522 0.84524
H 0.31051 -4.87848 1.88653
H -3.56146 2.42639 1.11149
H 2.85126 -1.02044 -5.04206
H 3.34122 1.12733 0.09030
H 1.90563 1.89689 -0.63426
H 0.40211 2.97875 2.64099
H -0.88882 -3.90820 2.74290

Computed properties:
HOMO energy, eV: -19.25
Net charge: +3

Löwdin population analysis, charges in e, atoms 1 to 5:
1. Ru 0.831
2. S 0.691
3. Si 0.256
4. O -0.094
5. O -0.134


Last place for stability: P)


P) Here is an isolated molecule of C7H12N2O from OMol25. Energies are from wB97M-V/def2-TZVPD.

Element x y z (Å)
O 0.95288 -1.41715 0.17848
N 1.22738 1.01997 0.49663
N 0.55794 1.81124 -0.29973
C 0.21091 -0.35788 0.74114
C -2.19087 0.28969 1.09996
C -1.01472 0.07653 -0.02836
C -1.57328 -0.87634 -1.06734
C 2.31341 -1.07333 -0.16604
C 2.51815 0.51468 -0.05192
C -0.60836 1.43292 -0.53646
H -1.33117 2.05872 -1.09086
H -3.20414 0.46636 0.62518
H 2.87171 -1.49260 0.55674
H 3.35810 0.75042 0.67725
H -1.81940 1.27811 1.42621
H -0.58069 -1.06696 -1.73009
H -2.05850 -1.72458 -0.73850
H 2.66322 1.02361 -1.07652
H -2.43491 -0.36076 -1.54726
H 2.42371 -1.41756 -1.17386
H -2.37998 -0.48135 1.85357
H 0.09859 -0.45374 1.85179

Computed properties:
SMILES string: CC1(C)C=NN2CCO[C@@H]21
HOMO energy, eV: -8.38

Löwdin population analysis, charges in e, atoms 1 to 5:
1. O -0.109
2. N -0.090
3. N 0.014
4. C -0.156
5. C -0.029


Q) Here is a cluster of 2 separate species, C7H12N2O in total from OMol25. Energies are from wB97M-V/def2-TZVPD.

Element x y z (Å)
O 4.19865 0.85414 1.60409
N 3.26912 0.43520 -0.96387
N -1.63996 -0.16017 1.24307
C 1.12674 -0.73118 -0.01287
C 2.40459 -0.09649 -0.36817
C -0.08080 -0.01151 -0.60982
C -0.42419 1.42486 -0.10796
C -2.31587 -1.52308 -0.84883
C -1.81434 0.91711 0.25383
C -1.48904 -0.46677 -0.18812
H 4.37353 1.07588 0.58405
H -2.26544 -1.42181 -1.94126
H 1.05337 -0.75295 1.08464
H 1.16291 -1.77629 -0.35617
H -3.36799 -1.43827 -0.54214
H -0.01713 -0.02451 -1.70602
H -2.56766 -0.47154 1.52975
H 3.36935 1.28033 1.90444
H -2.76308 1.45158 0.19789
H -0.42289 2.16418 -0.91665
H 0.16936 1.79924 0.73800
H -1.95923 -2.52795 -0.57790

Computed properties:
SMILES string: C[C@]12N[C@H]1C[C@H]2CC#N.O
HOMO energy, eV: -9.35

Löwdin population analysis, charges in e, atoms 1 to 5:
1. O -0.158
2. N 0.143
3. N 0.099
4. C -0.131
5. C -0.190


Last place for stability: P)